Entry 1:
162
Properties=species:S:1:pos:R:3 method="wB97M-V/def2-TZVPD" orbital_gap_ev=7.393 smiles="CC1(C)CCCC(C)(C)N1O.CC1(C)CCCC(C)(C)N1O.CC1(C)CCCC(C)(C)N1O.COCCNCCOC.COCCNCCOC.NC(N)=O.NC(N)=O.NC(N)=O"
C -3.679 -2.212 5.158
C -2.651 -1.953 4.015
C -3.192 -2.200 2.558
C -2.264 -0.417 3.960
C -1.342 0.101 5.055
C -0.144 -0.862 5.199
C -0.390 -2.378 5.215
C 0.893 -3.119 4.799
C -0.750 -2.763 6.647
N -1.476 -2.773 4.218
O -1.652 -4.172 4.132
H -4.708 -1.935 4.931
H -3.669 -3.298 5.252
H -3.330 -1.833 6.119
H -3.495 -3.235 2.716
H -4.072 -1.604 2.316
H -2.443 -2.087 1.774
H -1.895 -0.045 3.005
H -3.214 0.094 4.114
H -0.928 1.057 4.734
H -1.938 0.138 5.967
H 0.429 -0.604 6.090
H 0.632 -0.572 4.491
H 0.565 -4.155 4.722
H 1.713 -3.202 5.512
H 1.294 -2.876 3.815
H -1.230 -1.993 7.250
H 0.189 -2.946 7.170
H -1.504 -3.550 6.620
H -1.218 -4.452 3.323
C 3.813 3.485 -5.525
C 2.756 2.406 -5.316
C 1.310 3.123 -5.380
C 2.716 1.500 -6.535
C 1.956 0.143 -6.298
C 2.391 -0.617 -4.994
C 2.245 0.380 -3.769
C 0.732 0.550 -3.442
C 2.960 -0.279 -2.591
N 2.959 1.663 -4.065
O 3.093 2.485 -2.970
H 3.742 4.280 -4.783
H 4.816 3.059 -5.537
H 3.651 3.784 -6.560
H 1.005 3.430 -4.379
H 1.284 4.007 -6.018
H 0.509 2.466 -5.717
H 2.068 2.029 -7.234
H 3.605 1.348 -7.147
H 0.884 0.340 -6.262
H 1.868 -0.496 -7.176
H 3.427 -0.951 -5.046
H 1.725 -1.468 -4.847
H 0.248 -0.390 -3.175
H 0.175 0.875 -4.320
H 0.487 1.304 -2.693
H 2.946 0.255 -1.641
H 4.014 -0.353 -2.857
H 2.639 -1.288 -2.331
H 3.947 2.212 -2.628
C -1.719 6.081 -2.208
C -0.433 5.763 -1.280
C 0.477 4.733 -1.917
C 0.477 7.015 -1.176
C -0.210 8.126 -0.310
C -0.370 7.667 1.097
C -1.320 6.370 1.045
C -1.175 5.709 2.480
C -2.774 6.757 0.720
N -0.877 5.379 0.048
O -1.592 4.100 0.119
H -2.359 6.792 -1.686
H -1.481 6.424 -3.215
H -2.190 5.109 -2.351
H 1.219 5.110 -2.621
H 1.135 4.286 -1.171
H -0.020 3.810 -2.216
H 1.344 6.722 -0.583
H 0.739 7.330 -2.186
H 0.444 8.983 -0.473
H -1.180 8.414 -0.714
H -0.968 8.371 1.675
H 0.480 7.347 1.700
H -1.523 6.272 3.346
H -0.138 5.460 2.705
H -1.625 4.723 2.591
H -3.303 5.997 0.145
H -3.016 7.788 0.459
H -3.433 6.777 1.587
H -2.431 4.313 -0.295
C 3.146 0.853 5.043
O 4.352 0.634 5.689
C 4.823 -0.713 5.591
C 5.575 -1.154 4.337
N 4.591 -1.723 3.426
C 5.251 -2.573 2.436
C 4.341 -2.914 1.306
O 4.953 -3.731 0.347
C 3.994 -4.036 -0.634
H 2.437 0.708 5.859
H 2.802 0.323 4.154
H 2.981 1.918 4.880
H 4.113 -1.482 5.895
H 5.516 -0.835 6.423
H 6.274 -1.969 4.522
H 6.131 -0.323 3.903
H 4.023 -1.065 2.912
H 5.484 -3.561 2.834
H 6.189 -2.161 2.064
H 3.997 -2.051 0.736
H 3.496 -3.417 1.775
H 4.447 -4.565 -1.472
H 3.434 -3.220 -1.091
H 3.127 -4.612 -0.312
C -3.411 -2.925 -1.100
O -2.084 -3.175 -0.820
C -1.300 -2.017 -1.202
C 0.147 -2.409 -0.736
N 0.455 -2.475 0.755
C 0.254 -1.165 1.417
C 1.251 -0.092 0.847
O 1.320 1.030 1.721
C 0.398 2.102 1.551
H -3.574 -2.364 -2.020
H -3.738 -2.291 -0.275
H -3.977 -3.835 -0.901
H -1.598 -0.998 -0.957
H -1.315 -2.015 -2.292
H 0.697 -1.596 -1.208
H 0.407 -3.306 -1.298
H -0.173 -3.153 1.163
H 0.486 -1.404 2.454
H -0.798 -0.882 1.378
H 1.081 0.204 -0.188
H 2.257 -0.511 0.831
H 0.612 2.787 0.730
H 0.405 2.702 2.461
H -0.672 1.895 1.579
N -2.119 -5.662 -0.138
C -1.448 -6.009 0.899
N -1.101 -7.204 0.842
O -0.941 -5.216 1.697
H -2.526 -6.303 -0.804
H -2.263 -4.663 -0.183
H -0.414 -7.461 1.537
H -1.734 -7.882 0.441
N -6.432 -2.313 -4.268
C -7.181 -1.313 -4.529
N -6.605 -0.237 -4.867
O -8.398 -1.373 -4.482
H -6.818 -3.192 -3.956
H -5.444 -2.139 -4.144
H -5.598 -0.235 -4.791
H -7.105 0.592 -5.154
N -3.286 -4.938 -5.686
C -3.141 -4.447 -4.562
N -2.350 -5.135 -3.761
O -3.783 -3.454 -4.230
H -2.636 -5.654 -5.978
H -3.970 -4.561 -6.326
H -1.825 -5.856 -4.236
H -2.173 -4.947 -2.785

Entry 2:
155
Properties=species:S:1:pos:R:3 method="wB97M-V/def2-TZVPD" orbital_gap_ev=8.556 de_lowest_kj_mol=0.0 smiles="O=S1(=O)CCCC1.O=S1(=O)CCCC1.O=S1(=O)CCCC1.CCN(CC)CC.CCN(CC)CC.CCN(CC)CC.CCN(CC)CC.CCN(CC)CC"
O 3.991 4.649 1.276
S 3.982 3.340 1.861
O 5.002 2.365 1.478
C 3.979 3.551 3.634
C 2.901 2.566 4.173
C 1.760 2.772 3.155
C 2.375 2.559 1.769
H 3.729 4.624 3.769
H 5.020 3.396 3.922
H 3.377 1.539 4.094
H 2.607 2.768 5.226
H 1.318 3.762 3.093
H 1.029 1.961 3.351
H 1.790 3.045 0.934
H 2.667 1.567 1.457
O -0.861 4.753 3.237
S -1.543 3.828 2.348
O -0.813 3.431 1.166
C -2.177 2.346 3.162
C -3.595 2.266 2.561
C -4.187 3.727 2.588
C -3.162 4.538 1.844
H -2.204 2.640 4.220
H -1.534 1.550 2.926
H -3.598 1.884 1.486
H -4.264 1.615 3.127
H -4.460 4.022 3.624
H -5.102 3.829 1.995
H -3.246 5.588 2.092
H -3.208 4.314 0.762
O -0.043 0.019 1.978
S -0.692 -0.351 0.773
O -2.132 -0.352 0.742
C -0.004 0.555 -0.565
C 0.963 -0.412 -1.247
C 0.355 -1.766 -1.156
C -0.156 -1.972 0.284
H 0.444 1.481 -0.225
H -0.851 0.867 -1.173
H 1.051 -0.077 -2.281
H 1.894 -0.466 -0.705
H 1.123 -2.575 -1.366
H -0.565 -1.885 -1.783
H 0.696 -2.251 0.971
H -0.910 -2.727 0.341
C 2.465 2.130 -3.829
C 2.514 3.165 -2.774
N 1.436 4.103 -2.706
C 1.073 4.731 -3.928
C 2.093 5.500 -4.767
C 1.677 5.105 -1.571
C 0.462 6.004 -1.352
H 1.470 1.692 -3.753
H 3.171 1.336 -3.635
H 2.670 2.455 -4.819
H 2.559 2.673 -1.756
H 3.499 3.624 -2.881
H 0.677 3.932 -4.610
H 0.207 5.361 -3.756
H 1.529 5.751 -5.690
H 2.356 6.447 -4.307
H 2.990 4.869 -5.006
H 2.589 5.727 -1.805
H 1.861 4.466 -0.708
H 0.685 6.520 -0.365
H -0.367 5.340 -1.153
H 0.201 6.773 -2.159
C -0.944 -5.460 1.348
C -2.232 -5.492 0.525
N -2.279 -4.485 -0.498
C -1.321 -4.674 -1.584
C -1.196 -6.073 -2.142
C -3.672 -4.149 -0.948
C -4.479 -3.349 0.024
H -0.623 -4.465 1.760
H -0.118 -5.802 0.739
H -1.015 -6.212 2.094
H -2.381 -6.400 0.036
H -3.138 -5.362 1.164
H -1.497 -3.961 -2.403
H -0.395 -4.176 -1.149
H -2.167 -6.406 -2.461
H -0.629 -6.089 -3.069
H -0.841 -6.886 -1.472
H -4.293 -5.048 -1.219
H -3.487 -3.576 -1.806
H -5.561 -3.400 -0.210
H -4.071 -2.357 0.201
H -4.349 -3.834 1.025
C -3.852 -3.130 4.105
C -2.681 -2.076 4.061
N -1.760 -2.201 5.154
C -0.877 -1.068 5.132
C -1.394 0.091 6.036
C -1.079 -3.444 5.020
C -0.138 -3.844 6.137
H -4.866 -2.686 3.922
H -3.939 -3.470 5.159
H -3.740 -3.909 3.360
H -2.013 -2.252 3.193
H -3.055 -1.050 4.001
H 0.147 -1.362 5.488
H -0.754 -0.701 4.094
H -2.412 0.391 5.862
H -1.251 -0.221 7.098
H -0.669 1.000 5.951
H -0.628 -3.618 4.020
H -1.856 -4.193 5.069
H -0.165 -4.914 6.074
H -0.708 -3.592 7.028
H 0.861 -3.435 6.136
C -2.544 3.394 -4.892
C -1.688 2.465 -5.755
N -2.092 1.043 -5.692
C -1.582 0.376 -6.837
C -2.282 0.568 -8.097
C -1.782 0.442 -4.415
C -2.476 -0.844 -4.172
H -3.618 3.481 -5.270
H -2.103 4.419 -4.882
H -2.590 3.016 -3.829
H -1.696 2.781 -6.826
H -0.611 2.592 -5.445
H -0.519 0.622 -6.919
H -1.598 -0.663 -6.635
H -1.822 -0.030 -8.941
H -3.309 0.284 -8.019
H -2.365 1.578 -8.408
H -2.180 1.127 -3.705
H -0.628 0.326 -4.254
H -2.188 -1.701 -4.800
H -3.550 -0.719 -4.419
H -2.302 -1.070 -3.110
C 4.799 -0.681 2.364
C 3.736 -0.781 1.200
N 3.651 -2.068 0.527
C 4.971 -2.279 -0.088
C 5.204 -1.496 -1.359
C 3.313 -3.127 1.398
C 2.917 -4.399 0.676
H 4.863 0.283 2.840
H 5.846 -0.791 2.029
H 4.512 -1.380 3.172
H 2.822 -0.534 1.692
H 3.911 -0.031 0.439
H 5.729 -1.900 0.565
H 5.091 -3.391 -0.291
H 4.509 -1.811 -2.139
H 5.149 -0.419 -1.235
H 6.215 -1.735 -1.733
H 2.530 -2.705 1.981
H 4.106 -3.326 2.084
H 2.522 -5.159 1.395
H 3.848 -4.863 0.268
H 2.239 -4.141 -0.106

Entry 3:
162
Properties=species:S:1:pos:R:3 method="wB97M-V/def2-TZVPD" orbital_gap_ev="7.030 / 2.837" de_lowest_kj_mol=216.4 spin_multiplicity=2 charge=+1
C 0.196 4.238 -2.418
C -0.498 3.793 -3.661
O -1.201 2.614 -3.256
H 0.939 3.482 -2.165
H -0.508 4.388 -1.600
H 0.680 5.212 -2.486
H 0.164 3.648 -4.514
H -1.259 4.512 -3.967
H -1.946 2.866 -2.705
C 1.834 -3.379 -1.803
C 1.617 -3.278 -0.265
O 1.542 -1.872 -0.057
H 1.545 -4.278 -2.346
H 2.907 -3.349 -1.990
H 1.386 -2.517 -2.298
H 2.480 -3.735 0.219
H 0.664 -3.586 0.165
H 0.671 -1.579 -0.333
C -4.338 4.240 0.564
C -2.858 4.245 0.104
O -2.930 4.886 -1.192
H -4.470 5.300 0.785
H -4.622 3.746 1.493
H -5.122 3.922 -0.123
H -2.441 3.240 0.030
H -2.345 4.836 0.863
H -3.574 5.598 -1.161
C -3.958 -3.840 -1.589
C -2.907 -2.872 -1.494
O -3.300 -1.545 -1.701
H -4.422 -3.817 -2.575
H -4.632 -3.780 -0.734
H -3.528 -4.830 -1.435
H -2.035 -3.163 -2.079
H -2.626 -2.838 -0.441
H -2.695 -0.991 -1.202
C 2.614 1.437 -1.846
C 3.666 0.472 -1.663
O 3.502 0.020 -0.347
H 2.746 2.300 -1.194
H 1.684 0.994 -1.490
H 2.470 1.795 -2.865
H 4.617 0.999 -1.734
H 3.731 -0.236 -2.489
H 2.866 -0.698 -0.296
C -5.905 2.151 -2.653
C -4.539 2.150 -3.202
O -4.078 3.472 -3.415
H -6.229 1.137 -2.416
H -6.542 2.726 -3.326
H -6.076 2.832 -1.820
H -4.421 1.407 -3.991
H -3.887 1.792 -2.405
H -3.643 3.895 -2.671
C -1.385 -0.429 1.402
C -1.634 0.527 0.184
O -1.008 -0.214 -0.960
H -2.006 -1.315 1.265
H -1.443 -0.046 2.421
H -0.344 -0.747 1.465
H -1.043 1.430 0.341
H -2.669 0.710 -0.106
H -0.990 0.407 -1.692
C -3.494 -1.137 3.757
C -3.623 0.342 4.255
O -4.813 0.853 3.839
H -2.498 -1.580 3.777
H -3.721 -0.968 2.704
H -4.187 -1.832 4.232
H -3.007 1.010 3.654
H -3.305 0.428 5.294
H -4.863 1.664 4.349
C 2.631 2.741 6.338
C 3.027 3.029 4.846
C 3.407 1.643 4.237
C 3.315 1.645 2.669
C 1.959 2.175 2.191
C 1.691 3.624 2.687
N 1.759 3.553 4.171
O 1.299 4.765 4.726
C 2.773 4.494 1.935
C 0.273 3.978 2.218
C 4.147 4.105 4.804
H 2.662 3.617 6.986
H 3.375 2.077 6.778
H 1.653 2.285 6.491
H 4.413 1.280 4.448
H 2.604 1.005 4.607
H 3.339 0.594 2.380
H 4.257 1.923 2.197
H 1.110 1.601 2.562
H 1.907 2.021 1.114
H 2.345 4.570 0.935
H 2.737 5.459 2.440
H 3.807 4.171 1.814
H 0.015 4.922 2.697
H 0.291 4.106 1.135
H -0.520 3.290 2.511
H 4.738 4.149 3.890
H 4.921 3.876 5.537
H 3.714 5.086 5.003
H 1.962 5.411 4.471
C 0.500 -2.090 4.368
C 1.135 -2.776 5.578
C 0.330 -4.121 5.759
C 0.658 -5.193 4.673
C 2.145 -5.398 4.683
C 3.046 -4.162 4.425
N 2.567 -3.053 5.310
O 3.367 -1.936 5.371
C 4.441 -4.624 4.752
C 2.785 -3.808 2.921
C 0.922 -1.972 6.861
H 0.024 -2.645 3.559
H 1.155 -1.312 3.977
H -0.387 -1.486 4.560
H 0.402 -4.593 6.739
H -0.742 -3.943 5.682
H 0.228 -4.850 3.732
H 0.130 -6.112 4.928
H 2.468 -5.994 3.830
H 2.452 -5.912 5.595
H 4.730 -4.689 5.801
H 4.738 -5.552 4.265
H 5.202 -3.884 4.507
H 3.406 -4.407 2.255
H 1.781 -3.771 2.497
H 3.054 -2.754 2.854
H 1.559 -2.337 7.666
H -0.100 -2.061 7.230
H 1.105 -0.906 6.727
H 3.360 -1.586 4.477
C 0.095 -2.425 -8.718
C 0.569 -1.512 -7.556
C 0.427 -0.099 -8.115
C -1.031 0.382 -8.080
C -1.532 0.233 -6.623
C -1.556 -1.153 -5.976
N -0.172 -1.698 -6.246
O 0.013 -2.918 -5.572
C -1.843 -0.989 -4.526
C -2.687 -1.978 -6.538
C 2.073 -1.893 -7.227
H 0.526 -2.197 -9.693
H -0.971 -2.417 -8.946
H 0.351 -3.470 -8.541
H 1.102 0.590 -7.608
H 0.791 0.048 -9.132
H -1.668 -0.141 -8.793
H -0.931 1.420 -8.397
H -2.479 0.769 -6.558
H -0.801 0.757 -6.008
H -1.256 -0.262 -3.965
H -2.903 -0.750 -4.444
H -1.756 -1.880 -3.904
H -2.617 -3.049 -6.346
H -3.641 -1.739 -6.068
H -2.701 -1.883 -7.624
H 2.692 -1.220 -7.820
H 2.331 -2.932 -7.433
H 2.398 -1.580 -6.235
H 0.153 -2.544 -4.700